[1]
Formula: C9H13NO2S
Source: the Open Molecules 2025 dataset
Level of theory: wB97M-V/def2-TZVPD

CARTESIAN COORDINATES (ANGSTROEM)
C  1.35  0.24  1.53
H  2.35  -1.63  -1.21
H  1.40  -1.81  1.00
C  1.26  -0.89  0.53
H  2.40  0.58  1.74
H  -3.90  -2.63  -0.49
H  -1.97  -2.68  -2.03
H  2.08  0.20  -1.11
H  0.91  1.09  1.08
H  -0.81  2.61  -0.11
C  -2.20  -1.75  -1.56
C  -1.87  2.77  0.15
C  -0.94  -1.31  -0.90
C  -2.76  1.60  -0.28
O  -2.94  1.32  -1.49
N  -3.07  0.84  0.74
H  -2.66  -1.18  -2.31
H  3.40  -0.44  -0.03
S  -3.83  -0.46  0.24
C  -3.13  -1.88  -0.41
H  -2.15  3.79  -0.21
H  0.83  -0.10  2.41
C  2.34  -0.71  -0.58
C  -0.07  -0.95  -0.16
O  -4.85  -0.77  1.17
H  -1.93  2.82  1.26

Its molecular weight is 199.28 g mol⁻¹. The frontier orbital gap (alpha / beta) is 7.797 / 7.797 eV. For the HOMO energy (alpha / beta), the calculation gives -0.3465 / -0.3464 Eh. For the total energy, the calculation gives -953.94097 a.u. For the energy above the lowest of the compared OMol25 structures with the same formula, charge and spin, the calculation gives 6.644 eV. As for the spin multiplicity: 1.

---

[2]
Formula: C7H21NO4
Source: the Open Molecules 2025 dataset
Level of theory: wB97M-V/def2-TZVPD

CARTESIAN COORDINATES (ANGSTROEM)
O  -0.65  -1.46  3.49
H  -3.28  -0.58  -0.94
C  1.67  -0.69  -1.10
H  2.48  0.51  1.97
H  2.23  -0.13  -1.83
C  2.60  0.48  0.88
H  -1.51  -2.26  0.56
H  3.66  0.22  0.85
H  -1.20  1.86  3.79
H  0.71  -1.23  -2.86
H  1.40  2.02  -1.67
C  -1.34  -2.56  -0.47
O  -1.20  2.68  0.10
H  2.49  1.52  0.59
C  -1.32  -0.27  -1.47
C  1.77  -0.58  0.22
H  -2.17  -3.01  -1.01
H  -0.82  0.50  -2.05
H  0.26  -1.57  3.16
H  0.19  1.79  3.40
H  -0.66  -3.42  -0.45
N  -2.60  0.16  -1.03
H  -1.70  2.98  0.88
O  1.95  2.22  -2.43
H  2.79  1.78  -2.31
C  -0.73  -1.46  -1.29
H  0.95  -2.67  -1.80
H  1.16  -1.24  0.82
H  -0.99  3.50  -0.35
O  -0.67  1.47  3.09
H  -2.46  0.66  -0.16
H  -0.79  -0.52  3.27
C  0.68  -1.62  -1.84

Its molecular weight is 183.25 g mol⁻¹. The frontier orbital gap is 8.030 eV. For the HOMO energy, the calculation gives -0.2919 Eh. For the total energy, the calculation gives -634.95219 a.u. For the energy above the lowest of the compared OMol25 structures with the same formula, charge and spin, the calculation gives 0.951 eV. As for the spin multiplicity: 1.

---

Question: Among the records above, which one has the highest molecular weight?
Answer: C9H13NO2S

---

Question: Look up the energy above the lowest of the compared OMol25 structures with the same formula, charge and spin of the first one.
Answer: 6.644 eV

---

Question: Among the records above, which one has the lowest molecular weight?
Answer: C7H21NO4